[1]
DFT (ωB97M-V with the def2-TZVPD basis set) results for a cluster of 2 separate species, C4H4N2O3 in total in a non-equilibrium geometry.

```
13
Properties=species:S:1:pos:R:3:lowdin_charge:R:1
C -0.47 -1.27 0.57 0.0854
C -0.87 0.45 0.11 -0.3414
C -4.06 -0.72 -0.43 -0.4636
C 0.34 1.11 -0.41 -0.0240
N -0.35 -3.41 -0.44 0.0675
N -0.57 -2.29 -0.02 -0.2149
O -4.80 0.10 -0.13 0.2241
O -1.97 0.85 0.31 0.1167
O -3.34 -1.55 -0.75 0.1988
H 0.94 0.41 -0.99 0.0912
H 0.94 1.43 0.45 0.1018
H 0.07 1.98 -1.00 0.0951
H -1.11 -4.07 -0.31 0.0633
```

Properties
relative energy (zero: lowest compared OMol25 entry of this formula, charge and spin) = 330.61 kJ/mol
HOMO energy (spin up / spin down) = -8.57 / -8.57 eV

[2]
DFT (ωB97M-V with the def2-TZVPD basis set) results for a cluster of 2 separate species, C6H12O in total in a non-equilibrium geometry.

```
19
Properties=species:S:1:pos:R:3:lowdin_charge:R:1
C 0.44 -0.97 -2.14 -0.1129
C 0.30 -1.19 -0.63 -0.2131
C -0.69 -0.29 0.19 -0.1851
C -0.64 -0.42 1.67 -0.1974
C 0.67 0.27 1.95 -0.0697
C -0.43 0.94 1.24 -0.1831
H -0.51 -1.11 -2.67 0.0705
H 0.80 0.04 -2.35 0.0648
H 1.16 -1.68 -2.58 0.0729
H 1.30 -1.16 -0.19 0.0943
H -0.03 -2.24 -0.47 0.1170
H -1.68 -0.31 -0.28 0.1403
H -1.39 -0.81 2.33 0.1268
H 1.58 0.04 1.39 0.0937
H 0.86 0.53 2.99 0.1057
H -0.87 1.89 1.56 0.1479
O 0.09 2.31 -0.72 -0.0840
H -0.18 1.39 -0.61 -0.0318
H -0.76 2.76 -0.67 0.0432
```

Properties
relative energy (zero: lowest compared OMol25 entry of this formula, charge and spin) = 338.84 kJ/mol
HOMO energy = -9.42 eV
SMILES = CC[C@H]1[C@H]2C[C@@H]12.O

[3]
DFT (ωB97M-V with the def2-TZVPD basis set) results for the ion C7H5ClN3O2 with charge -1 in a non-equilibrium geometry.

```
18
Properties=species:S:1:pos:R:3:mulliken_spin:R:1
C -0.49 0.97 0.80 -0.0182
C -0.13 -0.07 1.48 0.2606
C 0.12 0.80 -0.50 0.1995
C 0.77 -0.59 -0.52 0.0778
C -0.17 1.46 -1.66 0.6116
C -1.14 -0.73 -3.94 0.0473
C 0.28 0.15 -3.53 -0.0631
N 0.43 1.09 -2.76 0.3440
N 0.62 -1.05 0.83 0.0256
N 1.42 -1.13 -1.48 0.4329
O -0.86 -1.83 -4.39 0.0212
O -2.19 -0.19 -3.61 0.0010
Cl 1.52 -0.05 -4.72 0.0172
H -0.88 1.94 1.07 -0.0038
H -0.39 -0.26 2.52 0.0289
H -0.86 2.35 -1.58 0.0302
H 1.28 -1.59 1.40 -0.0032
H 1.57 -2.13 -1.35 -0.0097
```

Properties
<S²> = 2.02
HOMO energy (spin up / spin down) = -1.51 / -4.71 eV
spin multiplicity = 3
charge = -1

[4]
DFT (ωB97M-V with the def2-TZVPD basis set) results for a cluster of 3 separate species, C3H12NO2S in total in a non-equilibrium geometry.

```
19
Properties=species:S:1:pos:R:3:lowdin_charge:R:1
C 0.36 -2.02 1.91 -0.1629
N -0.39 -1.93 0.65 -0.1559
C 0.23 -0.96 -0.28 -0.3476
C -0.39 -1.11 -1.64 -0.7412
S 0.10 0.17 -2.86 0.2440
H 1.28 -2.59 1.74 0.0667
H 0.58 -1.02 2.26 0.0694
H -0.21 -2.67 2.57 0.0594
H -1.31 -1.58 0.88 0.0877
H 1.28 -1.23 -0.33 0.1030
H 0.03 0.05 0.10 0.0862
H -0.07 -2.09 -2.02 0.0334
H -1.47 -1.29 -1.65 0.0383
H -1.21 2.13 -1.24 0.0184
H 0.18 1.80 -1.47 -0.0839
O -0.36 2.39 -0.85 -0.1810
H 0.04 3.74 0.13 -0.0256
H 0.97 3.82 1.30 0.0126
O 0.37 4.38 0.80 -0.1211
```

Properties
relative energy (zero: lowest compared OMol25 entry of this formula, charge and spin) = 74.08 kJ/mol
HOMO energy = -3.10 eV
charge = -1

[5]
DFT (ωB97M-V with the def2-TZVPD basis set) results for a structure of composition C3H9N2O2P in a non-equilibrium geometry.

```
17
Properties=species:S:1:pos:R:3:lowdin_charge:R:1
C -0.02 1.03 -1.24 -0.6247
C 1.41 -0.41 1.37 -0.1707
C -0.97 -1.97 0.84 -0.1407
N -0.49 1.50 -2.41 0.1714
N 0.70 1.67 -0.40 0.0983
O -0.32 -0.22 -0.87 -0.1231
O -1.19 0.65 1.47 -0.2908
P -0.30 -0.27 0.81 0.5302
H 2.02 -0.63 0.46 0.0625
H 1.70 0.67 1.71 0.0892
H 1.55 -1.20 2.05 0.0183
H -1.04 -2.62 -0.06 0.0714
H -0.50 -2.58 1.55 0.0211
H -1.96 -1.84 1.11 0.0154
H -0.51 2.50 -2.54 0.1077
H -1.06 1.13 -3.12 0.0917
H 0.99 2.59 -0.73 0.0728
```

Properties
relative energy (zero: lowest compared OMol25 entry of this formula, charge and spin) = 123.94 kJ/mol
HOMO energy = -9.49 eV

[6]
DFT (ωB97M-V with the def2-TZVPD basis set) results for an isolated molecule of C5H6N2 in a non-equilibrium geometry.

```
13
Properties=species:S:1:pos:R:3:lowdin_charge:R:1
C 1.21 -0.96 1.84 0.0480
C 1.99 -1.23 0.79 0.0760
C -0.81 -0.05 -0.49 -0.0361
C -0.58 1.40 -0.80 -0.2819
C 0.99 -0.06 0.68 -0.2669
N 0.64 2.00 -0.16 -0.0057
N 1.33 1.28 0.52 0.0038
H 0.69 -1.02 2.66 0.0409
H 2.65 -1.82 0.15 0.1001
H -1.78 -0.19 -0.02 0.0478
H -0.41 -0.76 -1.26 0.0668
H -0.33 1.60 -1.83 0.0925
H -1.56 1.83 -0.43 0.1146
```

Properties
relative energy (zero: lowest compared OMol25 entry of this formula, charge and spin) = 626.64 kJ/mol
HOMO energy = -8.33 eV